# 1
One molecule with the formula C12H14, computed with ωB97M-V with the def2-TZVPD basis set.

Properties
**Energy above the lowest of the compared OMol25 structures with the same formula, charge and spin**: 97.6 kcal/mol
**Energy**: -12665.6167 eV
**SMILES**: C=C[C@@H]1C=CC=CC1(C=C)C=C
**Max |F|**: 4.476 eV/A
**Kohn-Sham gap**: 8.79 eV
**E_HOMO**: -8.19 eV
**E_LUMO**: 0.598 eV
**Total charge**: 0

Last column: Löwdin charge in e.
CARTESIAN COORDINATES (ANGSTROEM)
1 H -1.45 1.28 3.04  0.110
2 C 0.54 -0.05 -0.14  -0.364
3 C -0.19 1.72 1.41  -0.066
4 H -4.03 0.51 -0.83  0.088
5 H 1.08 -2.06 -2.28  0.059
6 C -3.14 0.07 -0.28  0.024
7 C 1.81 -0.72 0.54  -0.065
8 C 0.95 0.02 -1.80  -0.077
9 C -1.28 -0.44 1.60  -0.107
10 C -1.85 0.02 -0.56  -0.153
11 H 3.81 -1.06 0.96  0.018
12 H 1.49 -0.79 -3.56  0.053
13 C -0.79 -0.68 0.22  -0.294
14 C 1.11 -1.04 -2.59  0.006
15 H -0.66 -1.87 0.05  0.195
16 H -1.93 -1.29 1.90  0.128
17 H 0.86 2.14 -0.34  0.103
18 H 1.07 1.02 -2.12  0.073
19 H -3.48 -0.52 0.53  0.036
20 H 1.43 -1.01 1.48  0.085
21 C 0.50 1.37 0.32  -0.072
22 H -1.53 0.64 -1.36  0.099
23 C -1.09 0.77 2.12  -0.078
24 H 3.68 -0.20 -0.54  0.057
25 H -0.08 2.71 1.89  0.103
26 C 3.16 -0.56 0.34  0.038

=====

# 2
One molecule with the formula C29H29N3O6, computed with ωB97M-V with the def2-TZVPD basis set.

Properties
**Energy above the lowest of the compared OMol25 structures with the same formula, charge and spin**: 0.0 kcal/mol
**Energy**: -47299.6501 eV
**SMILES**: CCN1C(=O)[C@@]2(C(C(=O)c3cc4ccccc4o3)=C(O)C(=O)N2CCCN2CCOCC2)c2ccccc21
**Max |F|**: 1.583 eV/A
**Kohn-Sham gap**: 7.84 eV
**E_HOMO**: -8.45 eV
**E_LUMO**: -0.618 eV
**Total charge**: 0

Last column: Löwdin charge in e.
CARTESIAN COORDINATES (ANGSTROEM)
1 H 1.34 -2.23 -2.20  0.132
2 C 0.52 0.47 7.95  -0.091
3 C 0.75 1.40 6.96  -0.022
4 C 0.70 0.98 5.63  -0.147
5 O -1.35 -1.67 2.45  0.134
6 C 3.95 0.99 -1.39  -0.170
7 H -2.25 -2.51 -3.04  0.127
8 H 4.29 1.67 0.62  0.079
9 C 0.77 0.77 1.97  -0.253
10 C 4.41 2.04 -0.39  -0.057
11 C -3.47 0.99 -5.51  -0.196
12 O 2.89 -1.31 -0.05  0.126
13 H -2.54 1.03 -3.56  0.108
14 C 0.41 -0.37 5.34  -0.193
15 O -1.47 -3.14 0.09  0.098
16 C -2.42 0.50 -4.51  -0.169
17 H -0.07 -1.97 -4.17  0.114
18 O 0.40 -0.57 4.01  0.106
19 H 0.07 -1.56 8.44  0.103
20 H 0.20 4.18 -3.01  0.105
21 H -3.46 -1.58 -7.48  0.124
22 H -2.23 -0.93 -2.27  0.113
23 C -2.51 -1.64 -5.53  -0.171
24 H -0.03 -2.34 6.09  0.118
25 C 0.68 0.63 3.43  -0.149
26 N -2.64 -0.92 -4.28  -0.174
27 H -1.51 -1.52 -5.98  0.124
28 C 0.63 -0.37 -0.31  -0.197
29 H -0.03 -0.43 -3.30  0.102
30 C -0.93 2.71 -1.96  -0.090
31 C -0.39 -1.46 -3.25  -0.138
32 C 0.18 -1.31 6.33  0.011
33 C 0.25 -2.18 -2.07  -0.105
34 C 0.88 1.61 4.37  0.094
35 H -3.31 2.04 -5.76  0.124
36 N -0.03 -1.56 -0.79  0.055
37 C -3.55 -1.10 -6.51  -0.198
38 H 0.97 2.43 7.20  0.113
39 C -1.92 -1.48 -3.16  -0.184
40 H -1.42 0.71 -4.91  0.130
41 C 0.24 -0.86 7.64  -0.080
42 C -0.79 -2.14 0.16  -0.368
43 N 2.56 0.65 -1.18  0.030
44 H -2.69 -2.70 -5.35  0.127
45 H -4.47 0.86 -5.08  0.127
46 H 4.07 1.35 -2.42  0.122
47 H 4.52 0.07 -1.26  0.124
48 H -4.56 -1.29 -6.10  0.126
49 H -1.85 -2.47 2.20  0.135
50 H 5.46 2.27 -0.55  0.075
51 C 0.24 3.25 -2.46  -0.071
52 C 0.23 -0.31 1.15  0.031
53 H -0.14 -3.20 -2.00  0.134
54 C 0.29 0.90 -1.05  -0.101
55 H -1.82 1.10 -0.84  0.124
56 O -3.38 0.28 -6.73  -0.132
57 C -0.91 1.52 -1.24  -0.018
58 O 1.31 1.74 1.48  0.125
59 H 2.37 3.08 -2.62  0.110
60 H -1.87 3.22 -2.12  0.104
61 C -0.64 -1.32 1.39  -0.138
62 C 2.17 -0.43 -0.47  -0.357
63 H 1.11 2.63 4.17  0.128
64 C 1.48 1.46 -1.53  -0.162
65 H 3.83 2.95 -0.49  0.070
66 C 1.47 2.64 -2.25  0.001
67 H 0.56 0.77 8.98  0.101